1.
{
  "formula": "C26H46AlCl5F4N4NaO7Si",
  "method": "ωB97M-V/def2-TZVPD",
  "symbols": ["C", "O", "C", "C", "C", "C", "C", "C", "N", "C", "N", "N", "C", "F", "F", "C", "C", "Si", "C", "C", "C", "C", "C", "C", "C", "C", "H", "H", "H", "H", "H", "H", "H", "H", "H", "H", "H", "H", "H", "H", "H", "H", "H", "H", "H", "H", "H", "H", "H", "H", "H", "H", "H", "H", "H", "H", "H", "H", "H", "H", "N", "C", "C", "C", "C", "C", "H", "H", "H", "H", "H", "Cl", "Al", "O", "Cl", "O", "O", "O", "F", "C", "Cl", "Cl", "Cl", "H", "F", "C", "O", "H", "H", "H", "H", "O", "H", "H", "Na"],
  "positions_angstrom": [[0.4826, -2.2977, -0.2272], [0.4963, -1.7181, 1.0729], [1.4960, -2.2664, 1.9260], [2.8742, -1.6473, 1.7605], [2.8605, -0.1186, 1.7116], [2.7450, 0.3574, 0.2631], [2.0554, 1.7005, 0.0812], [0.6737, 1.6272, 0.7120], [-0.3487, 2.5398, 0.1261], [-1.2882, 2.9319, 1.0810], [-1.7945, 2.1388, 2.1096], [-1.7112, 4.1345, 1.0012], [-0.9982, 2.0015, -1.0371], [-0.0585, 1.6813, -1.9371], [-1.7479, 3.0092, -1.5953], [-1.9632, 0.8513, -1.0243], [-3.3933, 1.3668, -1.1777], [-4.6541, 0.0731, -0.7743], [-3.8924, -1.5153, -0.1827], [-5.5715, -0.2590, -2.4571], [-5.8465, 0.7962, 0.4537], [-6.4952, 1.9994, 0.1135], [-7.3647, 2.6163, 1.0106], [-7.5838, 2.0308, 2.2533], [-6.9589, 0.8276, 2.5947], [-6.0880, 0.2071, 1.6994], [-0.5310, -2.6404, -0.4374], [1.1541, -3.1382, -0.3177], [0.7099, -1.5383, -0.9701], [1.5308, -3.3487, 1.8034], [1.1546, -2.0853, 2.9446], [3.4805, -2.0135, 2.5867], [3.3462, -2.0170, 0.8520], [3.8020, 0.2190, 2.1313], [2.0582, 0.2384, 2.3581], [3.7541, 0.4801, -0.1042], [2.3114, -0.4229, -0.3503], [2.0329, 1.9409, -0.9734], [2.6470, 2.4722, 0.5658], [0.7802, 1.9205, 1.7492], [0.3517, 0.5856, 0.7217], [-1.0956, 1.9247, 2.8064], [-2.2457, 1.2976, 1.7736], [-1.2229, 4.8952, 0.5208], [-2.6073, 4.3536, 1.4135], [-1.7001, 0.3178, -1.9308], [-1.8452, 0.1357, -0.2169], [-3.5204, 2.2380, -0.5391], [-3.5592, 1.7247, -2.1837], [-3.2507, -1.3040, 0.6671], [-4.6363, -2.2106, 0.1887], [-3.2954, -2.0121, -0.9394], [-5.9436, 0.6450, -2.9131], [-6.3844, -0.9815, -2.3309], [-4.8154, -0.8458, -3.3442], [-6.3009, 2.4694, -0.8395], [-7.8326, 3.5414, 0.7236], [-8.2381, 2.5242, 2.9520], [-7.1468, 0.3718, 3.5522], [-5.5917, -0.7125, 1.9662], [4.4611, -0.8978, -2.3914], [3.6763, -0.1850, -3.1946], [3.6455, -0.3270, -4.5742], [4.4837, -1.2661, -5.1548], [5.3092, -2.0163, -4.3336], [5.2579, -1.7939, -2.9648], [3.0381, 0.5425, -2.7011], [2.9844, 0.2833, -5.1744], [4.4943, -1.4086, -6.2277], [5.9816, -2.7576, -4.7424], [5.8890, -2.3580, -2.2877], [-3.7923, 0.2178, -3.8690], [-1.5642, 4.4749, -3.1327], [6.1251, 0.0912, 0.7480], [6.7397, 1.0268, -0.1853], [7.7936, 1.7312, 0.5080], [5.7442, 1.9623, -0.6498], [7.2860, 0.2956, -1.2976], [-2.6400, 2.1302, -3.6456], [7.8313, -0.0584, 4.1527], [9.3004, 0.6986, 4.7707], [6.6096, 1.1107, 3.7715], [8.2350, -1.0527, 2.7095], [7.4474, -0.7195, 4.9190], [-1.9282, 5.6495, -0.9491], [-3.5906, -4.1240, 3.0184], [-3.0329, -3.6613, 1.7890], [-4.5892, -4.4961, 2.8060], [-2.9944, -4.9355, 3.4408], [-3.6618, -3.3140, 3.7498], [-2.1469, -3.3345, 1.9757], [1.7824, -3.7691, -2.5040], [2.1827, -2.9824, -2.8945], [0.9226, -3.8364, -2.9302], [9.4446, -3.0134, 4.0016]],
  "forces_ev_per_angstrom": [[-0.60, 0.34, 0.26], [-0.08, -0.25, 0.03], [-0.01, 0.23, 0.25], [-0.11, -0.15, -0.16], [0.10, -0.60, -0.03], [0.60, 0.49, 0.27], [0.07, -0.24, 0.08], [0.19, -0.08, -0.21], [-0.02, -0.67, 0.97], [0.18, 0.41, -0.27], [-0.61, -0.06, -0.27], [-0.04, 0.11, 0.82], [0.18, -0.44, -0.84], [0.87, 0.40, -0.12], [0.78, 1.37, 0.43], [-0.67, -0.49, -0.23], [-0.33, -0.37, 1.23], [0.14, -0.22, -0.34], [-0.36, 0.37, 0.04], [-0.21, 0.35, 1.12], [-0.42, 0.03, -0.38], [-0.04, -0.32, 0.66], [0.54, -0.50, -0.19], [0.21, -0.27, -0.14], [0.08, 0.26, -0.34], [-0.38, 0.63, -0.17], [-0.16, -0.17, 0.02], [0.27, -0.06, -0.07], [0.30, 0.04, -0.18], [0.05, -0.19, -0.10], [-0.15, 0.14, 0.12], [0.11, -0.05, 0.17], [0.13, -0.06, -0.14], [0.13, 0.33, 0.02], [-0.13, 0.11, 0.07], [0.34, -0.13, -0.21], [-0.36, 0.02, -0.15], [-0.16, 0.11, -0.15], [0.08, 0.20, 0.02], [-0.07, 0.10, 0.20], [-0.33, -0.08, -0.12], [-0.03, -0.02, 0.18], [0.29, -0.28, 0.02], [-0.60, 0.04, -1.45], [0.18, 0.26, 0.52], [-0.05, -0.31, -0.10], [0.33, 0.17, 0.35], [-0.37, -0.02, 0.34], [0.18, 0.21, 0.33], [0.18, -0.05, 0.16], [-0.12, -0.22, -0.04], [0.13, -0.11, -0.14], [-0.27, 0.08, -0.05], [0.22, -0.51, -0.77], [-0.29, -0.12, 0.13], [0.00, 0.07, -0.17], [-0.19, 0.18, 0.10], [-0.14, -0.03, 0.18], [-0.05, -0.01, 0.20], [0.00, -0.19, 0.09], [-0.23, -0.14, -0.09], [-0.05, 0.06, 0.10], [0.00, -0.03, 0.01], [0.00, -0.02, -0.03], [-0.03, 0.03, -0.01], [0.11, -0.04, 0.12], [0.01, 0.04, -0.04], [0.01, 0.03, 0.00], [0.01, 0.00, -0.01], [0.01, -0.01, 0.01], [0.05, 0.02, -0.03], [0.45, 1.06, 0.22], [-0.42, 0.75, 0.82], [-0.18, -0.12, 0.08], [0.10, 0.02, -0.09], [0.01, -0.01, 0.07], [-0.08, -0.05, 0.11], [0.04, -0.05, 0.04], [0.06, -0.64, -1.58], [-0.10, 0.32, -0.02], [0.07, -0.12, 0.05], [0.03, -0.02, -0.05], [-0.09, -0.08, 0.01], [-0.01, -0.06, -0.03], [0.43, -0.77, -1.25], [0.19, 0.07, -0.09], [-0.02, -0.02, 0.21], [-0.01, -0.01, -0.03], [-0.06, -0.03, 0.04], [-0.04, -0.04, 0.03], [0.05, -0.04, -0.08], [-0.03, 0.08, -0.15], [0.14, -0.04, 0.03], [0.02, -0.08, -0.07], [0.08, 0.12, -0.13]],
  "total_charge": 1,
  "homo_energy_ev": -9.89,
  "total_energy_ev": -140354.547,
  "orbital_gap_ha": 0.15504,
  "max_force_ev_per_a": 1.708
}

---

2.
{
  "formula": "C26H46FI2N2O13PS4",
  "method": "ωB97M-V/def2-TZVPD",
  "symbols": ["C", "C", "C", "C", "C", "C", "C", "C", "C", "I", "C", "C", "I", "C", "C", "C", "O", "F", "C", "P", "O", "O", "O", "C", "N", "S", "N", "C", "H", "H", "H", "H", "H", "H", "H", "H", "H", "H", "H", "H", "H", "H", "H", "H", "H", "H", "H", "H", "H", "H", "O", "S", "O", "O", "C", "C", "C", "H", "H", "H", "H", "H", "H", "H", "H", "O", "S", "O", "O", "C", "C", "C", "H", "H", "H", "H", "H", "H", "H", "H", "O", "S", "O", "O", "C", "C", "C", "H", "H", "H", "H", "H", "H", "H", "H"],
  "positions_angstrom": [[6.0034, 0.2383, 0.1506], [5.2430, 0.7818, -1.1560], [3.7093, 0.3265, -1.1621], [2.9792, 1.0326, 0.0680], [1.8090, 2.0030, -0.3500], [0.6735, 1.3328, -1.2603], [-0.6787, 1.2708, -0.4764], [-1.4580, 0.0407, -0.2203], [-0.9371, -1.3289, -0.8061], [0.9897, -1.9048, 0.0871], [-0.8924, -1.2914, -2.4341], [-2.1224, -2.1844, -2.9326], [0.9057, -2.1354, -3.3039], [-2.7632, 0.0803, 0.5703], [-3.6412, -1.1830, 0.8345], [-5.0490, -1.0138, 0.1088], [-5.0552, -0.3435, -0.8751], [-6.1830, -1.6439, 0.5593], [-3.2603, 1.3560, 1.1109], [-4.8234, 1.5694, 2.0834], [-5.8978, 2.1437, 1.2314], [-5.2882, 0.2201, 2.9378], [-4.4832, 2.7501, 3.2455], [-2.4733, 2.6209, 0.8429], [-2.7926, 3.9126, 1.2306], [-1.6170, 4.9096, 0.6256], [-0.5835, 3.8364, -0.1531], [-1.1947, 2.6043, 0.0390], [5.3371, -0.5299, 0.6430], [6.1712, 1.0982, 0.8576], [7.0202, -0.1674, -0.0993], [5.7871, 0.4398, -2.0780], [5.3055, 1.9127, -1.1545], [3.7392, -0.7935, -1.0291], [3.2950, 0.6531, -2.1514], [2.6874, 0.3026, 0.8789], [3.7714, 1.6870, 0.5491], [1.4097, 2.4615, 0.5941], [2.2644, 2.8463, -0.9494], [0.9832, 0.3734, -1.7411], [0.5003, 2.0657, -2.1096], [-1.6149, -2.1856, -0.5585], [-1.1310, -0.2481, -2.7927], [-3.0847, -1.7829, -2.4895], [-2.0037, -3.2269, -2.5056], [-2.1618, -2.2640, -4.0465], [-3.7635, -1.3359, 1.9466], [-3.2214, -2.1434, 0.4393], [-4.6695, 0.0138, 3.6650], [-3.9754, 2.2674, 3.9346], [4.8318, 4.2050, 0.6813], [5.1146, 5.6086, 0.6025], [5.9242, 6.1560, -0.4457], [5.6918, 6.1045, 2.0188], [6.8502, 5.4478, 2.5473], [8.1155, 5.8473, 1.8109], [3.5927, 6.5043, 0.6496], [6.7121, 4.3633, 2.5372], [6.9340, 5.7516, 3.5923], [8.0955, 5.5020, 0.7764], [8.9948, 5.4151, 2.2913], [8.2189, 6.9338, 1.7869], [2.9806, 6.1221, 1.4641], [3.0908, 6.3482, -0.3045], [3.8106, 7.5620, 0.7858], [-6.2560, -0.8207, -6.0256], [-5.9619, -1.8795, -5.1051], [-4.6340, -2.4065, -4.9630], [-6.9768, -3.0995, -5.3733], [-7.0348, -3.6571, -6.6908], [-5.8173, -4.5079, -7.0022], [-6.5551, -1.4345, -3.5030], [-7.1656, -2.8665, -7.4345], [-7.9276, -4.2841, -6.7275], [-4.9113, -3.9016, -7.0384], [-5.9283, -5.0023, -7.9688], [-5.6694, -5.2641, -6.2288], [-7.5752, -1.0663, -3.5914], [-5.9053, -0.6514, -3.1163], [-6.5088, -2.3076, -2.8548], [2.7163, -3.2539, 3.5811], [2.0377, -4.4943, 3.8205], [0.8194, -4.8310, 3.1444], [1.8189, -4.6732, 5.4039], [1.1206, -3.6434, 6.1126], [-0.3703, -3.6703, 5.8305], [3.1786, -5.8240, 3.5952], [1.5491, -2.6642, 5.8831], [1.2864, -3.8259, 7.1758], [-0.5786, -3.4274, 4.7875], [-0.8947, -2.9448, 6.4550], [-0.7788, -4.6651, 6.0184], [4.0974, -5.5986, 4.1328], [3.3772, -5.9080, 2.5277], [2.7253, -6.7431, 3.9619]],
  "forces_ev_per_angstrom": [[-0.47, 0.64, -0.47], [0.13, 0.04, 0.42], [1.44, 0.59, 0.69], [0.69, 0.40, -0.05], [0.75, -0.47, -0.10], [-0.68, 1.13, 0.34], [-1.36, -0.93, 0.55], [0.32, 1.82, 0.07], [-0.25, 0.75, -0.75], [-1.11, -0.03, 0.65], [-2.00, -0.47, 0.51], [0.53, -0.29, 0.80], [-0.63, 0.55, -0.47], [0.28, 2.62, 0.30], [-0.80, -0.45, 0.75], [1.27, 0.69, -0.48], [-0.92, -0.76, 0.51], [1.70, 0.47, -0.16], [2.08, -1.35, -0.68], [-1.47, 2.83, -0.12], [1.16, -1.47, 0.89], [1.28, 1.34, -0.59], [0.39, -3.11, -0.63], [0.77, 0.66, -0.55], [1.62, -1.45, -1.32], [-0.05, -2.26, -0.20], [-2.96, -1.43, 1.39], [-0.42, -1.12, 0.15], [1.03, 0.68, -0.37], [-0.26, -0.96, -0.51], [-1.07, 0.15, 0.25], [-0.65, 0.15, 0.78], [-0.18, -1.19, -0.06], [-0.44, 1.10, -0.50], [0.01, -0.62, 0.89], [0.08, 0.77, -1.08], [-0.99, -0.58, -0.42], [0.13, -0.46, -1.05], [-0.45, -0.87, 0.68], [-0.25, 0.80, 0.74], [0.02, -0.86, 0.86], [0.80, 0.99, -0.04], [0.99, -1.06, 0.32], [0.98, -0.19, -0.74], [-0.04, 1.03, -0.58], [-0.17, 0.25, 1.05], [0.05, 0.09, -1.33], [-0.25, 0.97, 0.27], [-0.38, 0.01, -0.34], [-0.19, 0.89, -0.14], [0.34, 0.06, -0.17], [-0.25, 0.59, 0.43], [-0.06, -0.42, 0.08], [-0.53, 0.01, -0.37], [0.85, -0.35, 0.19], [0.00, 0.02, -0.32], [-0.03, 0.05, 0.16], [-0.15, 0.07, -0.11], [-0.34, 0.11, -0.11], [0.01, -0.01, 0.07], [-0.09, 0.02, 0.09], [0.01, -0.06, 0.08], [0.06, 0.00, -0.03], [0.12, -0.08, 0.01], [0.04, -0.07, -0.01], [0.35, -0.29, -0.11], [-0.61, -0.24, 0.57], [-0.11, 0.25, -0.32], [0.14, 0.43, 0.37], [0.15, -0.41, -0.79], [0.29, 0.10, 0.07], [-0.10, -0.07, -0.08], [0.05, 0.09, 0.17], [-0.03, 0.20, 0.31], [-0.06, -0.03, -0.02], [-0.12, 0.01, 0.05], [-0.08, 0.00, -0.07], [0.05, -0.04, -0.03], [0.01, -0.04, -0.10], [0.01, 0.03, -0.06], [-0.42, -0.01, -0.04], [0.23, -0.56, 0.36], [0.18, 0.38, 0.01], [0.34, -0.20, -0.46], [-0.58, 0.60, 0.34], [-0.12, -0.03, -0.30], [0.05, -0.05, 0.17], [0.08, -0.13, -0.14], [0.24, -0.22, -0.18], [0.03, 0.01, 0.05], [0.11, -0.04, 0.08], [0.03, 0.07, 0.07], [-0.07, 0.01, -0.01], [-0.09, 0.11, 0.03], [-0.01, 0.07, -0.01]],
  "homo_energy_ev": -8.47,
  "total_energy_ev": -128852.283,
  "orbital_gap_ha": 0.25749,
  "max_force_ev_per_a": 3.567
}

---

3.
{
  "formula": "C26H46InO2P2",
  "method": "ωB97M-V/def2-TZVPD",
  "symbols": ["In", "C", "C", "C", "C", "C", "C", "H", "H", "H", "C", "H", "H", "H", "C", "H", "H", "H", "C", "H", "H", "H", "C", "H", "H", "H", "C", "C", "C", "C", "C", "C", "C", "C", "H", "H", "H", "H", "H", "H", "H", "H", "H", "H", "H", "H", "P", "P", "C", "C", "H", "H", "H", "H", "C", "H", "H", "H", "C", "H", "H", "H", "C", "H", "H", "H", "C", "H", "H", "H", "C", "C", "O", "O", "H", "H", "H"],
  "positions_angstrom": [[-0.8144, 0.7774, 1.1443], [-0.4911, -2.5498, 3.0654], [0.8654, -2.6925, 2.6645], [0.7819, -1.1132, 4.3355], [-0.5397, -1.5679, 4.0978], [1.6514, -1.8062, 3.4518], [-1.6484, -3.3141, 2.5665], [-1.4461, -3.7459, 1.5814], [-2.5399, -2.6781, 2.4907], [-1.8999, -4.1444, 3.2457], [-1.7402, -1.1053, 4.8173], [-2.6533, -1.4925, 4.3503], [-1.7966, -0.0067, 4.8224], [-1.7295, -1.4365, 5.8688], [1.1535, -0.0795, 5.3188], [0.8000, -0.3472, 6.3243], [0.7053, 0.8876, 5.0456], [2.2410, 0.0440, 5.3599], [3.1223, -1.6622, 3.4140], [3.6008, -2.2298, 4.2311], [3.4185, -0.6082, 3.5361], [3.5355, -2.0351, 2.4674], [1.3831, -3.6443, 1.6645], [1.7431, -4.5688, 2.1432], [2.2287, -3.2207, 1.1070], [0.6072, -3.9306, 0.9465], [-1.8094, 0.9465, -4.2011], [-1.8148, -0.3958, -4.0826], [-1.0735, -1.3037, -5.0095], [0.3714, -0.8586, -5.3762], [1.1203, -0.1845, -4.2701], [1.2465, 1.1532, -4.1641], [0.3916, 2.1579, -4.8862], [-1.0576, 1.7053, -5.2482], [-1.6372, -1.4284, -5.9558], [0.3369, -0.2353, -6.2830], [-1.0190, -2.3090, -4.5708], [-1.0338, 1.1670, -6.2056], [-2.4907, 1.5567, -3.6005], [-2.5621, -0.9046, -3.4675], [-1.6248, 2.6337, -5.4490], [0.3264, 3.0702, -4.2707], [2.1081, 1.5718, -3.6321], [0.8858, 2.4739, -5.8238], [0.9319, -1.7693, -5.6652], [1.7185, -0.8476, -3.6377], [-1.3542, 0.1242, -1.1387], [1.6174, 1.3301, 0.2152], [-0.4000, 1.5543, -1.8283], [0.8657, 2.2056, -1.2039], [-1.1123, 2.3342, -2.1259], [-0.0988, 1.0626, -2.7542], [1.6556, 2.2885, -1.9655], [0.6174, 3.2285, -0.8888], [2.5059, 2.5495, 1.2132], [3.3829, 2.0761, 1.6773], [1.8407, 2.9150, 2.0089], [2.8294, 3.3888, 0.5802], [2.7571, 0.0380, -0.3530], [3.5103, 0.4732, -1.0275], [2.2181, -0.7652, -0.8763], [3.2633, -0.3941, 0.5262], [-3.1567, 0.3152, -1.2411], [-3.6273, -0.5485, -0.7493], [-3.5276, 0.3809, -2.2688], [-3.4538, 1.2255, -0.6991], [-0.6966, -1.5352, -1.4689], [0.2575, -1.6949, -0.9458], [-0.5440, -1.7165, -2.5407], [-1.4202, -2.2770, -1.0942], [-1.8320, 3.5754, 3.9438], [-1.4825, 2.4532, 3.0211], [-2.3391, 2.0653, 2.1462], [-0.3208, 1.8901, 3.0815], [-2.4719, 3.1916, 4.7502], [-2.4074, 4.3155, 3.3796], [-0.9294, 4.0209, 4.3653]],
  "forces_ev_per_angstrom": [[0.30, -2.26, 2.90], [1.69, -0.47, -1.10], [-0.59, 0.60, 0.47], [-2.76, -0.47, 0.03], [2.41, 1.71, 1.12], [-0.70, -1.01, -0.73], [-0.40, -0.24, -0.21], [-0.07, 0.00, 0.14], [0.14, -0.16, 0.02], [0.04, 0.16, -0.13], [-0.52, 0.16, 0.32], [0.10, 0.14, 0.19], [-0.03, -0.21, 0.05], [-0.07, 0.11, -0.24], [0.14, 0.43, 0.37], [0.12, 0.14, -0.14], [0.15, -0.16, 0.17], [-0.17, 0.07, 0.13], [0.41, 0.12, -0.13], [-0.12, 0.18, -0.24], [-0.01, -0.29, 0.01], [-0.02, 0.04, 0.24], [0.33, -0.57, -0.29], [-0.03, 0.11, -0.27], [-0.11, -0.14, -0.02], [0.15, -0.01, 0.01], [-0.71, -1.02, -0.23], [-0.91, 0.99, -0.98], [0.54, -0.54, -0.45], [-0.62, -0.64, -0.37], [0.88, 0.82, -0.33], [0.72, -1.01, -0.96], [-0.11, 0.21, -0.32], [0.30, 0.81, -0.46], [0.09, 0.03, 0.46], [0.20, -0.17, 0.48], [-0.09, 0.15, -0.06], [-0.14, 0.06, 0.41], [0.22, -0.33, -0.07], [0.30, 0.31, 0.01], [0.24, -0.40, 0.02], [0.10, -0.25, -0.10], [-0.53, -0.26, 0.22], [-0.12, -0.07, 0.35], [-0.22, 0.46, 0.12], [0.09, 0.32, -0.16], [-0.08, 1.18, 0.81], [-1.31, -0.13, 0.93], [0.07, -0.42, -1.15], [0.22, -0.07, -0.12], [0.06, -0.28, 0.28], [0.10, 0.64, 0.16], [-0.49, 0.19, 0.03], [0.16, -0.27, 0.17], [0.40, 0.32, -0.12], [-0.25, 0.19, -0.12], [0.19, -0.15, -0.27], [0.08, -0.20, 0.28], [0.34, 0.10, -0.25], [-0.13, -0.22, 0.16], [0.18, 0.31, 0.18], [-0.26, 0.16, -0.30], [-0.32, -0.02, -0.55], [0.21, 0.24, -0.06], [-0.05, -0.05, 0.30], [0.20, -0.30, -0.08], [0.09, -0.23, -0.51], [-0.37, 0.16, 0.06], [-0.01, 0.05, 0.43], [0.20, 0.35, 0.01], [-0.21, 0.03, 0.12], [0.96, -0.84, -0.16], [0.88, 0.59, -0.01], [-1.53, 1.35, -0.46], [0.17, 0.12, -0.17], [0.08, -0.10, 0.20], [-0.18, -0.12, -0.01]],
  "total_charge": 1,
  "de_lowest_ev": 0.0000,
  "homo_energy_ev": [-8.96, -8.24],
  "total_energy_ev": -55545.414,
  "orbital_gap_ha": [0.23491, 0.19327],
  "max_force_ev_per_a": 3.688
}